ORCA calculation (ωB97M-V with the def2-TZVPD basis set) on C35H39ClCoN4O4 as an isolated structure.

The geometry in XYZ format:
```
84
Properties=species:S:1:pos:R:3:forces:R:3:mulliken_charge:R:1
Co 0.500575 -0.167965 -0.865042 0.658 -1.097 -1.704 -0.288
Cl 2.005572 -0.280368 -2.578130 0.499 0.005 -0.690 -0.509
N 0.531367 1.836005 -1.132074 -1.639 2.069 -1.782 1.293
N 0.381098 -2.321531 -1.133409 -1.635 -1.209 -1.290 0.341
C 0.005099 2.480215 -2.148783 1.568 -0.880 2.066 0.331
C -0.121089 -2.915230 -2.190090 1.510 0.749 2.017 0.658
C 1.535949 2.721109 -0.511501 0.162 -0.076 -0.008 1.330
C 1.776900 3.747384 -1.612627 0.159 0.239 -0.626 -0.915
C 2.787958 1.964470 -0.141722 0.421 -0.026 -0.108 -1.897
C 0.982928 3.404722 0.731028 -0.198 0.016 0.074 -1.982
H 3.197245 1.477970 -1.030746 0.102 0.025 0.223 0.522
H 2.574166 1.207078 0.623309 0.065 0.149 -0.082 0.036
H 3.506817 2.684615 0.269318 -0.001 -0.275 0.014 0.494
H 0.042851 3.926238 0.509287 0.121 -0.094 0.086 0.393
H 1.732805 4.138411 1.060648 -0.245 -0.144 0.065 0.534
H 0.830000 2.685888 1.544987 -0.061 0.212 -0.079 0.336
C 1.376953 -3.243869 -0.536902 0.243 0.311 -0.036 1.760
C 1.579509 -4.278803 -1.639825 -0.073 -0.192 -0.622 -0.894
C 0.817560 -3.870692 0.730780 -0.254 -0.046 0.049 -1.495
C 2.667820 -2.549055 -0.176319 0.471 0.129 0.038 -1.932
H 3.055977 -1.995075 -1.034404 0.083 -0.118 0.193 0.428
H 3.384908 -3.322494 0.132914 -0.002 0.226 -0.026 0.551
H 2.496997 -1.875935 0.673682 0.118 -0.110 -0.259 0.133
H -0.133248 -4.375537 0.526410 0.072 0.014 0.112 0.392
H 0.684578 -3.101280 1.499330 -0.057 -0.198 -0.146 0.110
H 1.550379 -4.604186 1.091130 -0.189 0.053 0.027 0.468
O 0.564837 -3.963790 -2.645839 -0.083 -0.794 0.275 -0.391
H 1.389739 -5.304673 -1.304010 0.060 0.176 -0.082 0.307
H 2.562637 -4.217936 -2.117324 -0.203 0.049 0.010 0.364
O 0.690665 3.540549 -2.566812 -0.063 0.766 0.223 -0.417
H 2.725058 3.596888 -2.139478 -0.177 -0.024 -0.021 0.382
H 1.706445 4.783597 -1.266420 0.018 -0.206 -0.044 0.300
C -1.302705 2.223904 -2.799152 -0.293 0.091 0.093 -1.284
C -1.402666 -2.618264 -2.894227 -0.066 -0.091 0.253 -1.388
C -1.322826 -1.391667 -3.736883 -0.584 0.540 -0.396 0.395
H -2.133957 -2.424875 -2.097662 0.072 -0.199 -0.221 0.240
H -1.705729 -3.500498 -3.455274 0.074 -0.018 0.049 0.573
C -1.407109 -0.196553 -3.039944 0.309 0.002 -0.196 -0.576
C -1.286663 1.024379 -3.684257 -0.555 -0.399 -0.224 0.727
H -1.618714 -0.217260 -1.957944 0.140 0.105 -0.344 0.561
C -1.290230 1.068619 -5.083541 0.188 -0.318 0.171 0.586
C -1.316155 -0.137558 -5.786695 -0.049 -0.034 0.410 -1.028
C -1.347625 2.365265 -5.835423 -0.025 0.155 -0.242 -1.507
C -1.310400 -1.377119 -5.138740 0.162 0.343 0.237 0.713
H -1.380156 -0.103717 -6.874882 0.094 -0.063 0.195 0.239
C -1.378838 -2.641351 -5.942702 -0.004 -0.169 -0.216 -1.562
H -1.409049 -2.408203 -7.013896 0.011 -0.078 0.226 0.402
H -2.295008 -3.190164 -5.694885 0.150 -0.064 -0.086 0.361
H -0.522436 -3.303098 -5.766589 -0.147 0.105 0.040 0.276
H -2.262585 2.915113 -5.577704 0.205 0.004 -0.059 0.337
H -1.375411 2.158203 -6.911857 0.019 0.139 0.198 0.423
H -0.487204 3.014540 -5.635365 -0.149 -0.111 0.036 0.271
H -1.605890 3.124092 -3.330539 0.047 0.034 0.051 0.603
H -1.995781 2.015779 -1.969435 0.130 0.234 -0.197 0.083
O -2.279757 1.259770 0.074395 0.592 -0.261 -0.068 -0.806
C -1.476466 0.881132 0.923812 0.322 -0.162 1.835 -0.645
N -1.561636 1.141919 2.276165 -1.048 0.224 -1.668 0.502
C -0.586311 0.432050 3.066865 0.652 0.732 0.969 3.750
C 0.212744 -0.249018 1.959967 1.010 -0.081 0.280 -1.064
O 1.204764 -0.969148 2.154861 -1.349 0.782 -0.525 -0.932
N -0.330679 0.074670 0.747157 -1.393 0.016 1.650 1.003
C 0.225337 1.426506 3.913173 1.928 -1.218 -1.211 -1.128
C 1.607971 1.560734 3.754948 -0.892 -0.273 -0.052 0.201
C 2.330754 2.491881 4.518855 1.225 -0.585 -1.152 -1.222
C 1.676356 3.257228 5.483002 -1.693 0.670 1.274 -0.435
C 0.302105 3.103471 5.674780 1.249 0.490 0.125 -0.788
C -0.425713 2.206675 4.882409 -1.736 0.182 0.322 -0.399
C -1.241152 -0.649220 3.902908 -0.369 -0.436 0.277 -0.353
C -0.759318 -0.981291 5.171855 -0.223 -0.097 0.063 -0.196
C -1.424975 -1.932639 5.951706 0.053 0.072 -0.397 -0.874
C -2.553551 -2.583928 5.442507 -0.071 0.064 -0.275 -0.389
C -2.991078 -2.311346 4.138245 0.296 0.028 0.174 -0.919
C -2.322874 -1.351956 3.366226 -0.214 -0.250 0.445 -0.286
H -2.361605 1.658142 2.627744 0.481 -0.233 0.097 0.333
H 2.129911 0.912035 3.050061 -0.098 0.244 0.193 0.332
H 3.402561 2.601031 4.345809 -0.223 -0.060 0.113 0.378
H 2.231877 3.962997 6.094846 -0.069 -0.030 -0.009 0.319
H -0.226017 3.679834 6.436879 0.208 -0.054 -0.145 0.311
H -1.501931 2.094735 5.029278 0.189 0.032 0.045 0.239
H 0.131060 -0.480001 5.546919 -0.233 0.011 -0.095 0.480
H -1.048871 -2.155692 6.951447 -0.181 0.025 -0.249 0.381
H -3.089118 -3.307432 6.058539 0.127 0.135 -0.171 0.362
H -3.847947 -2.839236 3.710839 0.258 0.123 0.215 0.369
H -2.660400 -1.140197 2.350039 0.025 0.005 0.298 0.289
```
Positions in Å, forces in eV/Å.

The expectation value of S² is 6.02. Its charge is -1. The HOMO energy (alpha / beta) comes out at 0.3651 / -4.4559 eV. Its multiplicity is 5.